(1)
{"formula": "C7H13N", "method": "the ωB97M-V functional and the def2-TZVPD basis", "e_homo_ha": -0.286, "orbital_gap_ev": 8.835, "spin_multiplicity": 1, "e_tot_ha": -329.219158, "smiles": "C=C/C(N)=C/CCC", "elements": ["C", "C", "C", "N", "C", "C", "C", "C", "H", "H", "H", "H", "H", "H", "H", "H", "H", "H", "H", "H", "H"], "coordinates": [[-3.14, 0.70, 0.14], [-1.73, 0.22, 0.48], [-1.13, -0.74, -0.56], [1.35, 0.94, -0.96], [1.37, -0.33, -0.38], [0.29, -1.11, -0.25], [3.45, 0.04, 0.86], [2.67, -0.79, 0.16], [-3.26, 1.29, -0.76], [-3.61, 1.09, 1.05], [-3.79, -0.17, -0.06], [-1.82, -0.26, 1.46], [-1.10, 1.10, 0.65], [-1.86, -1.54, -0.64], [-1.09, -0.32, -1.58], [2.00, 1.69, -0.77], [0.39, 1.21, -1.09], [0.49, -2.15, 0.02], [4.46, -0.09, 1.19], [2.97, 0.97, 1.18], [3.06, -1.76, -0.14]], "lowdin_charge": [-0.1260, -0.2744, -0.2213, 0.1124, -0.3815, -0.0911, 0.0043, -0.1290, 0.0684, 0.0678, 0.0698, 0.1095, 0.0979, 0.1070, 0.1148, 0.0889, 0.0716, 0.1019, 0.0504, 0.0554, 0.1031]}

(2)
{"formula": "C7H13N2", "method": "the ωB97M-V functional and the def2-TZVPD basis", "e_homo_ha": -0.486, "orbital_gap_ev": 7.133, "spin_multiplicity": 1, "e_tot_ha": -383.576788, "charge": 1, "elements": ["C", "C", "C", "C", "C", "C", "C", "N", "N", "H", "H", "H", "H", "H", "H", "H", "H", "H", "H", "H", "H", "H"], "coordinates": [[-0.27, -0.88, 2.18], [0.76, -1.53, 1.72], [-1.33, -0.24, 1.35], [1.06, -0.54, -1.61], [0.08, -1.09, -0.56], [0.69, 0.94, -1.48], [-0.86, -0.07, -0.06], [-0.55, 2.20, 0.28], [0.07, 1.06, -0.13], [-0.29, -0.82, 3.23], [1.58, -1.82, 2.19], [-2.26, -0.91, 1.45], [-1.49, 0.78, 1.80], [2.26, -0.80, -1.41], [0.82, -0.96, -2.53], [-0.45, -2.08, -0.87], [0.67, -1.57, 0.70], [1.45, 1.69, -1.61], [-0.07, 1.14, -2.26], [-1.89, 0.06, -0.63], [-1.06, 2.69, -0.49], [0.17, 2.93, 0.62]], "lowdin_charge": [-0.0822, 0.1279, -0.1205, -0.0759, 0.0528, -0.1396, -0.3261, 0.0315, -0.2321, 0.1232, 0.0703, 0.1681, 0.1422, 0.2134, 0.1007, 0.2003, 0.0150, 0.1209, 0.1307, 0.2217, 0.1144, 0.1432]}

(3)
{"formula": "C7H13N2", "method": "the ωB97M-V functional and the def2-TZVPD basis", "e_homo_ha": -0.486, "orbital_gap_ev": 10.251, "spin_multiplicity": 1, "e_tot_ha": -383.684227, "charge": 1, "elements": ["C", "C", "C", "C", "C", "C", "C", "N", "N", "H", "H", "H", "H", "H", "H", "H", "H", "H", "H", "H", "H", "H"], "coordinates": [[1.73, -0.59, -0.14], [-1.44, -0.21, -0.93], [-2.13, 0.15, 0.16], [0.24, 0.29, -1.07], [2.86, -1.32, 0.51], [-3.49, -0.16, 0.28], [1.03, 1.67, 1.02], [1.05, 0.54, 0.10], [1.10, -0.84, -1.28], [-1.58, -0.84, -1.76], [-1.74, 0.87, 0.86], [0.36, 0.96, -2.02], [2.92, -1.16, 1.52], [3.79, -0.95, -0.02], [2.61, -2.41, 0.39], [-3.85, -0.77, -0.50], [-3.76, -0.38, 1.27], [-3.95, 0.84, -0.02], [0.86, 1.44, 2.09], [2.05, 2.10, 1.03], [0.32, 2.28, 0.56], [1.03, -1.53, -2.06]], "lowdin_charge": [-0.2435, 0.0563, -0.2048, -0.1788, 0.0604, -0.1002, 0.0221, -0.0227, 0.1311, 0.0772, 0.1089, 0.1879, 0.0537, 0.1360, 0.1236, 0.0833, 0.0780, 0.1362, 0.1102, 0.1094, 0.0739, 0.2018]}

What are the energy above the lowest of the compared OMol25 structures with the same formula, charge and spin values for these records? In order: 137.3 631.2 349.1 kJ/mol.